DFT (wB97M-V/def2-TZVPD) results for a single C19H22N4O2 molecule in a non-equilibrium geometry.

HOMO, eV: -8.197
Energy, Eh: -1106.67980
Orbital gap, eV: 8.42
Molecular weight, g mol⁻¹: 338.41
Structure (SMILES): Cc1ccc(/C=N/NC(=O)[C@@H](c2ccncc2)N2CCOCC2)cc1

Structure (ORCA input):
```
! wB97M-V def2-TZVPD RIJCOSX def2/J DEFGRID3
* xyz 0 1
C -4.1693 -3.9165 3.6607
C -2.8291 -3.3853 3.2589
C -2.7357 -2.3336 2.3488
C -1.5115 -1.8249 1.9761
C -0.3330 -2.3576 2.5066
C -0.4242 -3.4135 3.4130
C -1.6567 -3.9158 3.7826
H -1.7100 -4.7333 4.4874
H 0.4771 -3.8395 3.8307
C 0.9593 -1.8353 2.1245
N 1.0651 -0.8199 1.3648
N 2.2796 -0.3668 1.0308
C 2.4880 0.6710 0.1732
O 3.6147 1.0369 -0.0765
C 1.1923 1.2474 -0.4029
N 0.6583 0.2417 -1.3096
C -0.7600 0.2942 -1.5978
C -1.0871 1.1269 -2.8438
H -2.1458 1.0440 -3.0962
O -0.3779 0.6431 -3.9638
C 1.0145 0.7102 -3.7373
C 1.4189 -0.1001 -2.4959
H 2.4834 0.0255 -2.2991
H 1.2245 -1.1605 -2.7011
H 1.4862 0.2954 -4.6299
H 1.3173 1.7618 -3.6264
H -0.8377 2.1858 -2.6735
H -1.2962 0.6848 -0.7325
H -1.0868 -0.7370 -1.7791
C 1.3569 2.6460 -0.9576
C 2.4202 3.0283 -1.7689
C 2.4538 4.3282 -2.2520
N 1.5235 5.2318 -1.9978
C 0.5146 4.8721 -1.2232
C 0.3877 3.6060 -0.6766
H -0.4552 3.3685 -0.0433
H -0.2258 5.6384 -1.0322
H 3.2683 4.6625 -2.8814
H 3.2173 2.3429 -2.0021
H 0.4838 1.2903 0.4339
H 3.1168 -0.8261 1.4041
H 1.8432 -2.3526 2.5200
H -1.4346 -1.0175 1.2659
H -3.6411 -1.9166 1.9312
H -4.7051 -3.1729 4.2507
H -4.0703 -4.8210 4.2552
H -4.7719 -4.1374 2.7813
*
```



DFT (wB97M-V/def2-TZVPD) results for C3H7N2Si as an isolated structure in a non-equilibrium geometry.

HOMO, eV: -14.625
Energy, Eh: -517.22328
Orbital gap, eV: 10.87
Molecular weight, g mol⁻¹: 99.19

Structure (ORCA input):
```
! wB97M-V def2-TZVPD RIJCOSX def2/J DEFGRID3
* xyz 1 1
C -1.7016 -0.6683 -0.0702
C -0.4507 -1.1384 0.0050
C -0.3708 1.0939 0.1339
N -1.6533 0.7265 0.0627
N 0.3692 -0.0129 0.1648
Si 2.1652 0.0668 -0.0002
H -2.6046 -1.0441 -0.2216
H -0.1871 -2.1556 0.2460
H -0.1041 2.0815 0.1868
H -2.4778 1.3352 0.0664
H 2.2938 1.3073 0.8764
H 2.1323 -0.1362 -1.7811
H 2.5895 -1.4557 0.3312
*
```



DFT (wB97M-V/def2-TZVPD) results for a single C4H10N2OS molecule in a non-equilibrium geometry.

HOMO, eV: -9.165
Energy, Eh: -741.30784
Orbital gap, eV: 9.83
Molecular weight, g mol⁻¹: 134.20
Structure (SMILES): [H]/N=C(/NS)[C@H](C)CO

Structure (ORCA input):
```
! wB97M-V def2-TZVPD RIJCOSX def2/J DEFGRID3
* xyz 0 1
C 1.2178 -1.1077 -0.4128
C 0.3286 0.0616 -0.7554
C 0.7518 1.3730 -0.0808
C -1.1815 -0.2607 -0.5501
H 2.3037 -0.7877 -0.4309
H 1.0299 -1.9499 -1.1861
H 1.0602 -1.5096 0.6020
H 0.3757 0.2307 -1.8926
H -0.0682 2.1238 -0.2099
H 1.6849 1.7400 -0.5688
H 1.6839 0.7324 1.5323
H -1.5765 -0.6363 -2.3781
H -2.7454 -0.1476 0.6973
H -0.9409 0.2252 2.8609
N -2.0254 -0.4832 -1.4762
N -1.7185 -0.1223 0.7384
O 0.9884 1.3767 1.3530
S -1.1685 -0.8583 2.1579
*
```



DFT (wB97M-V/def2-TZVPD) results for a 2-piece molecular cluster, C16H21Cl2FNO3 overall in a non-equilibrium geometry.

HOMO, eV: -4.578
Energy, Eh: -1923.06442
Orbital gap, eV: 6.90
Molecular weight, g mol⁻¹: 365.25

Structure (ORCA input):
```
! wB97M-V def2-TZVPD RIJCOSX def2/J DEFGRID3
* xyz -1 1
C 6.5771 0.5388 -0.3129
C 5.1257 0.1317 -0.2086
C 4.3948 0.4178 0.9399
C 3.0555 0.0792 1.0422
C 2.3870 -0.5658 0.0067
C 0.9322 -0.9770 0.0644
C -0.1115 0.1143 0.4262
C -0.7212 -0.1611 1.8189
C 0.1724 0.1511 2.9884
O 0.8539 -0.6973 3.5326
N -1.2293 -0.0577 -0.5319
C -2.1977 1.0383 -0.5528
C -3.5614 0.5080 -1.0309
C -4.3864 1.6017 -1.6883
F -4.2889 2.8000 -0.9713
C 0.4514 1.5555 0.2657
O 0.4186 2.3003 1.2677
O 0.8424 1.8203 -0.8921
C 3.1292 -0.8703 -1.1307
C 4.4689 -0.5331 -1.2352
H 7.2528 -0.2570 0.0016
H 6.7379 1.4084 0.3268
H 6.7983 0.8618 -1.3307
H 4.8679 0.9169 1.7785
H 2.5432 0.3263 1.9602
H 0.8121 -1.8347 0.7299
H 0.6825 -1.3242 -0.9401
H -0.9378 -1.2321 1.8736
H -1.6677 0.3630 1.9612
H 0.1931 1.1962 3.3252
H -0.8218 -0.0920 -1.4596
H -1.8920 1.8549 -1.2169
H -2.3346 1.4888 0.4268
H -4.1444 0.1755 -0.1741
H -3.4177 -0.3160 -1.7282
H -4.0470 1.8118 -2.7069
H -5.4483 1.3435 -1.7188
H 2.6574 -1.3892 -1.9579
H 4.9993 -0.7979 -2.1446
C -5.8846 -2.8633 -0.1044
Cl -6.7860 -1.6386 -1.0199
Cl -4.1849 -2.4467 0.0777
H -6.3314 -2.9462 0.8791
H -5.9593 -3.8040 -0.6365
*
```



DFT (wB97M-V/def2-TZVPD) results for a single C2H3ClF2N2 molecule in a non-equilibrium geometry.

HOMO, eV: -9.957
Energy, Eh: -847.44534
Orbital gap, eV: 10.66
Molecular weight, g mol⁻¹: 128.51
Structure (SMILES): [H]/N=C(\N)C(F)(F)Cl

Structure (ORCA input):
```
! wB97M-V def2-TZVPD RIJCOSX def2/J DEFGRID3
* xyz 0 1
C 0.1783 0.0191 -0.4179
C -0.8971 0.6295 0.5544
H 0.7359 -1.2532 1.1556
H 1.5970 -1.5072 -0.3183
H 1.1645 0.0950 -2.0347
N 0.9520 -0.9132 0.2158
N 0.3543 0.5634 -1.5640
F -0.9190 1.9524 0.3644
F -0.6374 0.4072 1.8817
Cl -2.5285 0.0071 0.1631
*
```



DFT (wB97M-V/def2-TZVPD) results for a 2-piece molecular cluster, C3H11N3O overall in a non-equilibrium geometry.

HOMO, eV: -8.723
Energy, Eh: -360.33461
Orbital gap, eV: 9.73
Molecular weight, g mol⁻¹: 105.14
Structure (SMILES): C=NNCCN.O

Structure (ORCA input):
```
! wB97M-V def2-TZVPD RIJCOSX def2/J DEFGRID3
* xyz 0 1
C 0.6147 1.2888 -0.7847
C -0.8106 1.1200 -0.2682
C -1.6906 -2.1129 -0.9172
H 2.4819 1.2376 0.1265
H 1.3460 1.7301 1.0686
H 0.7916 0.6415 -1.6340
H 0.7984 2.3281 -1.1715
H -1.5241 1.4086 -1.0953
H -0.9781 1.7079 0.5794
H -1.8756 -0.4415 0.7329
H -2.5528 -2.2311 -0.2372
H -1.7360 -2.7583 -1.8298
H 1.4138 -1.1430 1.2142
H 2.5076 -1.0143 2.3686
N 1.5071 1.0747 0.2982
N -1.0295 -0.2974 0.2066
N -0.8886 -1.1833 -0.7906
O 1.6246 -1.3557 2.1336
*
```



DFT (wB97M-V/def2-TZVPD) results for C3H15NO4 as an isolated structure in a non-equilibrium geometry.

HOMO, eV: -7.892
Energy, Eh: -478.75924
Orbital gap, eV: 2.93
Molecular weight, g mol⁻¹: 129.16

Structure (ORCA input):
```
! wB97M-V def2-TZVPD RIJCOSX def2/J DEFGRID3
* xyz 0 1
C 1.6147 -1.2978 -0.0735
O 0.1427 -0.3250 2.1633
C 0.5150 -1.9976 -0.7645
C 0.8523 -2.5650 -2.1487
N -0.7552 -1.1653 -1.0521
H 2.3531 -1.8529 0.4918
H 1.7569 -0.2698 -0.2912
H 0.8217 -0.6539 1.5225
H 0.0270 -2.7162 -0.0831
H 1.5681 -3.4119 -2.1074
H -0.0930 -2.8364 -2.6523
H 1.4060 -1.8311 -2.7496
H -1.2595 -1.0774 -0.0860
H -0.5043 -0.1664 -1.1805
H -2.4941 1.3705 0.3965
H -1.5249 2.7778 0.4780
O -1.5976 1.6060 0.1387
H -0.0352 0.6609 1.8955
H 0.6541 2.3462 0.4870
O 0.7682 2.5487 1.4179
H -2.5213 3.9553 1.4079
H -0.0598 2.9914 1.7555
O -1.6348 3.9099 1.0344
*
```



DFT (wB97M-V/def2-TZVPD) results for C28H22Cl5N3O4S2W as an isolated structure in a non-equilibrium geometry.

HOMO, eV: -0.806
Energy, Eh: -4709.97438
Orbital gap, eV: 4.84
Molecular weight, g mol⁻¹: 889.74

Structure (ORCA input):
```
! wB97M-V def2-TZVPD RIJCOSX def2/J DEFGRID3
* xyz -2 1
W 1.7263 1.3871 0.1479
C -2.3145 -4.4646 -0.8958
C -3.1939 -3.3221 -0.4681
C -4.5584 -3.4983 -0.2763
C -5.3691 -2.4442 0.1192
C -4.8125 -1.1861 0.3040
C -3.4573 -0.9811 0.1024
C -2.6467 -2.0499 -0.2644
N -1.2516 -1.8998 -0.4640
C -0.4766 -0.8965 0.1153
N -0.7874 -0.6670 1.4037
C -0.2201 0.1886 2.3928
C 0.8078 1.1048 2.1237
C 1.2094 1.8557 3.2391
C 0.6622 1.7167 4.5048
C -0.3518 0.7952 4.7139
C -0.8087 0.0251 3.6607
C -1.9342 -0.9544 3.8945
N 0.4984 -0.3291 -0.5088
C 0.8356 -0.7911 -1.8152
C 0.3243 -0.1771 -2.9548
C 0.6943 -0.6362 -4.2123
C 1.5706 -1.7038 -4.3362
C 2.0782 -2.3099 -3.1929
C 1.7258 -1.8685 -1.9219
C 2.2853 -2.5182 -0.6872
H -2.8726 -5.4010 -0.9024
H -1.4573 -4.5689 -0.2275
H -1.9135 -4.3091 -1.9018
H -4.9868 -4.4825 -0.4345
H -6.4306 -2.6019 0.2676
H -5.4334 -0.3411 0.5716
H -3.0407 0.0180 0.1680
H -0.9177 -2.1724 -1.3774
H -1.5095 -1.2789 1.7379
H 1.9859 2.5922 3.1175
H 1.0196 2.3327 5.3237
H -0.8023 0.6755 5.6945
H -2.2599 -0.9097 4.9336
H -1.6335 -1.9899 3.6944
H -2.8066 -0.7349 3.2697
H -0.3806 0.6436 -2.8319
H 0.2923 -0.1498 -5.0921
H 1.8668 -2.0598 -5.3157
H 2.7765 -3.1353 -3.2834
H 3.0990 -3.1960 -0.9499
H 1.5172 -3.0990 -0.1653
H 2.6576 -1.7605 0.0051
Cl 2.7829 1.8155 -2.2551
C 3.4398 3.0969 -1.1307
C 3.0426 3.2491 0.1608
C 3.5942 4.3415 0.8228
Cl 3.1244 4.6980 2.4656
C 4.5184 5.1915 0.2243
Cl 5.1954 6.5306 1.0939
C 4.9106 4.9692 -1.0940
Cl 6.0673 6.0210 -1.8411
C 4.3604 3.9093 -1.8043
Cl 4.8420 3.6737 -3.4475
O 3.0610 0.3364 0.4272
O -2.3438 1.3518 -1.4468
S -2.1834 2.7318 -0.9786
O -2.9035 2.9968 0.2581
O -2.3718 3.7198 -2.0278
S -0.1419 2.9206 -0.4526
*
```



What did the second record say?
DFT (wB97M-V/def2-TZVPD) results for C3H7N2Si as an isolated structure in a non-equilibrium geometry.

HOMO, eV: -14.625
Energy, Eh: -517.22328
Orbital gap, eV: 10.87
Molecular weight, g mol⁻¹: 99.19

Structure (ORCA input):
```
! wB97M-V def2-TZVPD RIJCOSX def2/J DEFGRID3
* xyz 1 1
C -1.7016 -0.6683 -0.0702
C -0.4507 -1.1384 0.0050
C -0.3708 1.0939 0.1339
N -1.6533 0.7265 0.0627
N 0.3692 -0.0129 0.1648
Si 2.1652 0.0668 -0.0002
H -2.6046 -1.0441 -0.2216
H -0.1871 -2.1556 0.2460
H -0.1041 2.0815 0.1868
H -2.4778 1.3352 0.0664
H 2.2938 1.3073 0.8764
H 2.1323 -0.1362 -1.7811
H 2.5895 -1.4557 0.3312
*
```



- The lowest HOMO belongs to which entry?
  C3H7N2Si



- Look up the HOMO of the second one.
  -14.625 eV



- Among the records above, which one has the lowest molecular weight?
  C3H7N2Si